Density functional theory data (ωB97M-V with the def2-TZVPD basis set) for a single C4H2OS2 molecule in a non-equilibrium geometry.

Charge: 0
Electronic energy, hartree: -1025.0736
Energy above the lowest of the compared OMol25 structures with the same formula, charge and spin, kcal per mole: 69.4
LUMO energy, eV: -1.97
SMILES: O=C(S)C#CC=S

XYZ file:
```
9
Properties=species:S:1:pos:R:3:forces:R:3
O -1.26043 -1.00419 -2.15339 1.302 4.644 0.650
C -0.80640 0.04118 -1.63255 -0.098 -2.468 0.548
S -0.70018 1.83677 -2.34424 -0.283 -0.149 1.965
C -0.16455 -0.18749 -0.29365 -0.149 -1.231 3.840
C 0.04743 -0.63466 0.87499 -1.082 2.084 -6.283
C 0.47209 -1.30011 2.01949 -0.796 -2.199 0.804
S 1.53721 -0.58102 2.99912 -0.137 -0.588 0.241
H -0.57265 2.83238 -1.16836 -0.179 -2.704 -1.964
H -0.02780 -2.40422 2.10783 1.420 2.611 0.198
```
Forces are in eV/Å.